A molecular structure, C25H24N6PmS4. Source: the Open Molecules 2025 dataset; level of theory: ωB97M-V with the def2-TZVPD basis set.

Last column: Mulliken spin population.
CARTESIAN COORDINATES (ANGSTROEM)
Pm -0.0505 0.6065 0.4446  4.025
C 0.7911 -1.0173 3.8066  0.000
C 1.0516 0.4463 3.7581  0.000
N 0.8459 1.1720 2.6792  0.005
C 1.0141 2.5047 2.8975  0.001
C 1.4585 2.7699 4.1297  -0.002
S 1.7551 1.3446 5.0344  -0.001
C 0.8824 3.4196 1.7729  0.000
C 1.3496 4.6671 1.7600  -0.002
S 1.1090 5.3662 0.2396  0.000
C 0.3889 3.9108 -0.3078  -0.001
N 0.3430 2.9181 0.5680  -0.003
C -0.2955 3.8284 -1.6235  0.001
H 0.1153 -1.2779 4.6184  0.000
H 1.5782 -1.7636 3.8969  0.000
H 0.3126 -1.2765 2.8397  0.001
H 1.7145 3.7513 4.5013  0.000
H 1.8857 5.2683 2.5167  0.000
H -0.4942 2.7638 -1.9078  0.000
H 0.3287 4.1856 -2.4210  0.000
H -1.3670 4.2718 -1.6019  0.000
N 3.9036 -0.0124 -0.7009  -0.002
C 2.9829 -0.3419 -1.5758  0.001
S 1.4876 -0.9925 -1.1412  -0.015
N 3.3369 -0.2852 -2.8316  -0.001
C 4.6350 0.1159 -3.2026  0.000
C 5.6446 -0.8221 -3.2446  0.000
C 6.9638 -0.4161 -3.4991  0.000
C 7.1568 0.9057 -3.9368  0.000
C 6.1686 1.8544 -3.8687  0.000
C 4.8885 1.4481 -3.5020  0.000
H 3.7226 -0.1939 0.2554  -0.001
H 4.8185 0.2993 -0.9658  0.000
H 2.6078 -0.5757 -3.3917  0.000
H 5.3826 -1.8297 -3.0376  0.000
H 7.7458 -1.0603 -3.6622  0.000
H 8.2210 1.1864 -4.2240  0.000
H 6.3066 2.8369 -4.2689  0.000
H 4.1025 2.1135 -3.4430  0.000
S -6.4546 -1.3150 -0.1037  -0.001
C -4.8251 -1.0440 0.2974  -0.001
C -3.8789 -2.0213 0.7343  0.002
C -2.5594 -1.6511 0.9086  -0.003
N -2.1455 -0.4028 0.7466  -0.001
C -3.0166 0.5243 0.3456  0.000
C -4.3179 0.2224 0.1303  -0.001
C -6.4890 -3.0091 0.2858  0.000
C -6.9598 -3.3641 1.5567  0.000
C -6.7398 -4.6838 1.9613  0.000
N -6.1657 -5.6035 1.1751  0.000
C -5.8962 -5.3600 -0.0671  0.000
C -6.0498 -4.0033 -0.5191  0.000
H -4.2354 -3.0369 1.0078  0.000
H -1.8061 -2.4304 1.1708  -0.001
H -2.6678 1.6081 0.2721  -0.002
H -5.0048 1.0215 -0.1479  0.000
H -7.3510 -2.5578 2.2242  0.000
H -6.9210 -5.0886 2.9245  0.000
H -5.4876 -6.1757 -0.6678  0.000
H -5.8207 -3.7189 -1.5962  0.000

Summary:
Total charge: +3
Spin multiplicity: 5
Lowest unoccupied orbital energy (spin up / spin down) (eV): -9.6 / -8.9
⟨S²⟩: 6.005
E (eV): -95127.223

A molecular structure, C25H25AsF7MnNS2. Source: the Open Molecules 2025 dataset; level of theory: ωB97M-V with the def2-TZVPD basis set.

Last column: Mulliken spin population.
CARTESIAN COORDINATES (ANGSTROEM)
Mn -0.2461 -0.2159 0.3620  2.332
F -3.9799 2.7238 -2.1301  -0.001
C -3.6363 1.5685 -1.5305  -0.024
C -2.3489 1.4233 -1.0514  -0.037
C -1.9813 0.2368 -0.4359  -0.178
C -2.9196 -0.8076 -0.3244  0.046
C -4.2052 -0.5900 -0.8081  -0.025
F -5.1487 -1.5501 -0.7018  -0.002
C -4.5949 0.5849 -1.4156  0.034
C -2.4277 -2.0777 0.2276  0.000
C -3.1396 -3.2713 0.3338  0.010
C -2.5105 -4.3923 0.8401  -0.001
C -1.1868 -4.3167 1.2436  0.011
C -0.5413 -3.1050 1.1256  0.009
N -1.1416 -2.0244 0.6225  -0.025
H -1.6700 2.2514 -1.1863  0.009
H -5.5997 0.7188 -1.7875  0.002
H -4.1681 -3.3168 0.0213  0.001
H -3.0560 -5.3231 0.9259  0.000
H -0.6614 -5.1686 1.6499  0.000
H 0.4825 -2.9726 1.4474  -0.018
S 2.4315 -1.1997 0.7093  0.448
C 2.2788 -2.4699 -0.3828  0.059
C 3.0558 -3.6570 -0.2129  0.033
C 2.9602 -4.7018 -1.0810  0.003
C 2.0611 -4.6253 -2.1709  0.100
C 1.2853 -3.5142 -2.3594  -0.044
C 1.3558 -2.4105 -1.4793  0.146
S 0.3827 -1.0347 -1.7820  0.187
H 3.7232 -3.6939 0.6380  -0.003
H 3.5638 -5.5886 -0.9397  0.002
H 1.9771 -5.4576 -2.8582  0.007
H 0.5904 -3.4615 -3.1872  -0.003
F -1.6461 -0.7544 2.9101  -0.003
C -0.6438 -0.0017 2.3675  -0.113
F 0.5564 -0.7630 2.5160  0.014
C -0.4610 1.1311 3.3736  0.012
F -1.5712 1.8824 3.4247  0.000
F 0.5675 1.9213 3.0455  0.000
F -0.2273 0.6674 4.6072  -0.001
C 1.6199 3.4171 -2.7175  0.000
C 1.2241 2.0701 -2.1283  0.021
As 0.9453 2.0105 -0.1847  -0.005
C 0.1724 3.8072 0.0302  -0.004
C -0.3010 4.2351 1.4096  0.003
C 2.8097 2.3242 0.3260  0.003
C 3.1818 2.2300 1.7971  -0.005
H 1.8719 3.3044 -3.7735  0.000
H 2.4935 3.8483 -2.2254  0.000
H 0.8118 4.1464 -2.6570  0.000
H 1.9892 1.3153 -2.3119  -0.003
H 0.3177 1.6884 -2.5991  0.000
H -0.6507 3.8819 -0.6814  0.001
H 0.9496 4.4794 -0.3371  0.000
H -1.0924 3.5889 1.7835  -0.002
H -0.6990 5.2505 1.3616  0.000
H 0.5025 4.2297 2.1439  0.000
H 3.0591 3.3105 -0.0713  -0.001
H 3.3665 1.5925 -0.2603  0.000
H 2.6808 2.9920 2.3933  0.000
H 4.2572 2.3753 1.9147  -0.001
H 2.9310 1.2584 2.2212  0.004

Summary:
Total charge: 0
Energy relative to the best compared isomer or geometry (same formula, charge and spin) (kJ/mol): 141.9
Spin multiplicity: 4
Lowest unoccupied orbital energy (spin up / spin down) (eV): 0.1 / -2.1
⟨S²⟩: 3.829
E (eV): -160671.654

A molecular structure, C25H25AuN2P. Source: the Open Molecules 2025 dataset; level of theory: ωB97M-V with the def2-TZVPD basis set.

Last column: Mulliken spin population.
CARTESIAN COORDINATES (ANGSTROEM)
C -0.8363 1.5810 -4.7669  0.034
C 0.5183 1.3552 -5.0273  0.016
C 1.3115 2.2462 -4.2309  0.004
C 0.3427 3.0206 -3.3948  0.019
C -0.9781 2.5423 -3.7589  0.012
Au 0.7310 1.1514 -2.5148  0.076
N -0.9491 -2.2695 -1.7582  0.002
C -0.6211 -3.5210 -2.2013  -0.010
C 0.2830 -1.9967 -2.4483  0.003
H 2.3854 2.4549 -4.2893  -0.001
H 0.9143 0.7124 -5.8024  0.002
H 0.6092 3.9248 -2.7866  -0.001
H -1.9130 2.9476 -3.3741  0.000
H -1.6614 1.1201 -5.3057  0.004
H 0.3990 -1.6952 -3.5553  0.002
H -1.1467 -3.9736 -3.1271  0.000
H -1.6486 -1.8173 -2.2914  -0.003
H 0.9604 -1.7194 -1.6867  0.000
H -0.2803 -4.2349 -1.4258  0.009
N 0.8095 0.2666 -0.6633  0.846
P 0.1977 0.1049 0.7828  0.144
C -1.0189 1.3120 1.4126  -0.009
C -0.7231 2.1202 2.5251  0.032
C -1.6918 3.0009 3.0087  -0.021
C -2.9128 3.1217 2.3377  0.106
C -3.1655 2.4001 1.1657  -0.057
C -2.2095 1.4988 0.6882  0.101
C -0.4117 -1.5705 1.1888  0.026
C -1.7958 -1.8456 1.1252  0.080
C -2.2158 -3.1695 1.1921  -0.050
C -1.2861 -4.1932 1.3706  0.294
C 0.0796 -3.9146 1.4775  -0.111
C 0.5176 -2.6005 1.3761  0.229
C 1.7120 0.3005 1.7688  -0.051
C 1.7676 -0.0861 3.1006  0.036
C 2.9633 0.0970 3.8046  -0.007
C 4.0741 0.6572 3.1293  0.000
C 3.9985 1.0224 1.7965  0.003
C 2.8188 0.8411 1.0819  0.014
H 0.2630 2.0392 2.9984  0.009
H -1.4779 3.5716 3.9073  0.000
H -3.6720 3.7901 2.7326  0.017
H -4.1016 2.5163 0.6258  -0.004
H -2.3759 0.9356 -0.2443  0.026
H -2.5046 -1.0076 1.0488  0.039
H -3.2836 -3.3879 1.1126  0.010
H -1.6281 -5.2264 1.4313  0.055
H 0.8050 -4.7096 1.6401  -0.003
H 1.5917 -2.3483 1.4402  0.047
H 0.8725 -0.5295 3.5677  0.026
H 2.9993 -0.1894 4.8385  -0.002
H 4.9964 0.7966 3.6838  0.000
H 4.8578 1.4691 1.2716  0.001
H 2.7302 1.0881 0.0218  0.006

Summary:
Total charge: -1
Spin multiplicity: 3
Lowest unoccupied orbital energy (spin up / spin down) (eV): 3.0 / 1.9
⟨S²⟩: 2.026
E (eV): -42285.376

2 unconnected molecules or ions with the total composition C25H25BBrClF10N2O14S2. Source: the Open Molecules 2025 dataset; level of theory: ωB97M-V with the def2-TZVPD basis set.

Last column: Mulliken charge in e.
CARTESIAN COORDINATES (ANGSTROEM)
C 2.5848 1.9280 0.9530  -0.405
C 2.4779 1.3117 -0.0879  -0.790
N 2.2457 0.3282 -1.1903  2.325
C 3.5959 0.4121 -1.8684  -0.986
C 4.9278 0.2816 -1.0478  -0.525
C 5.9816 1.3790 -1.5889  -0.764
O 7.2704 0.8560 -1.1842  -0.342
C 8.2243 1.9343 -1.0688  -0.671
C 1.2594 1.1540 -2.0307  -1.720
Br 1.4961 0.8794 -4.0022  0.127
C -0.2930 0.9432 -1.6408  -0.860
C -0.7332 1.4348 -0.2187  -0.196
C -2.1552 1.0835 0.3571  -0.639
N -3.1009 0.3761 -0.1485  -0.616
S -1.3064 1.9713 -2.8843  1.436
O -1.6450 1.2049 -4.1073  -0.632
O -2.6674 2.2861 -2.3706  -0.661
C -0.6258 3.6685 -3.2064  0.749
F 0.2441 3.7890 -4.2830  -0.272
F -0.0245 4.2359 -2.0503  -0.306
C -1.8073 4.7191 -3.5661  0.589
F -2.6762 4.1952 -4.5346  -0.235
F -2.4667 5.1784 -2.4424  -0.241
C -1.2117 6.0466 -4.2799  0.629
F -2.2258 7.0083 -4.1299  -0.256
F -0.1060 6.5644 -3.6464  -0.221
F -1.0626 5.8925 -5.6445  -0.219
O -0.5032 -0.4130 -1.9917  0.105
C 0.2450 -1.4201 -1.2586  0.389
C -0.7928 -1.8803 -0.1162  -2.051
O -0.7526 -3.2650 0.2193  -0.341
C -1.8912 -3.6143 1.0311  -0.132
C -1.7357 -3.0991 2.5304  -0.752
C 0.1313 -2.6725 -2.2798  -1.352
C 0.4459 -2.3784 -3.7951  0.264
O -0.3418 -1.8243 -4.5163  -0.385
Cl 1.9834 -2.9148 -4.6637  -0.183
C 1.7134 -1.0148 -0.7473  1.300
S 2.8227 -2.4033 -1.4339  -0.214
C 1.9848 -1.3656 0.8148  0.403
F 3.3463 -1.1972 1.1834  -0.235
F 1.2651 -0.6834 1.7521  -0.185
F 1.8579 -2.7415 1.0600  -0.236
H 2.3951 2.6204 1.8106  0.451
H 3.7577 -0.1906 -2.8008  0.563
H 3.6370 1.5007 -2.2297  0.567
H 4.9509 0.3714 0.0601  0.195
H 5.4320 -0.7057 -1.3193  0.378
H 5.9551 1.4004 -2.7200  0.349
H 5.7745 2.3868 -1.1101  0.387
H 9.2673 1.4895 -0.9983  0.241
H 8.1710 2.5349 -2.0263  0.297
H 8.0783 2.5677 -0.1383  0.275
H 1.4971 2.2612 -1.9088  0.825
H -0.0382 1.1319 0.6385  0.283
H -0.6626 2.5783 -0.2213  0.582
H -2.3778 1.5137 1.3910  0.525
H -2.7628 0.0894 -1.0803  0.409
H -1.8188 -1.7813 -0.6195  1.067
H -0.8455 -1.2189 0.7868  0.064
H -2.8585 -3.1819 0.6221  0.252
H -1.9949 -4.7441 1.0696  0.362
H -1.9537 -1.9913 2.5251  0.243
H -0.6891 -3.2728 2.9442  0.161
H -2.5085 -3.5622 3.2228  0.360
H -1.0034 -2.8308 -2.3257  0.563
H 0.4890 -3.6578 -1.8828  0.716
H 4.0636 -2.3104 -0.8691  0.244
B -5.3747 -2.3925 6.2552  1.231
O -5.2298 -3.3774 7.3418  -0.493
C -6.3561 -4.0912 7.3856  0.594
O -6.5671 -4.9837 8.1625  -0.591
C -7.2833 -3.6080 6.3353  0.591
O -8.3823 -4.0377 6.1063  -0.593
O -6.7086 -2.6066 5.6665  -0.483
O -5.2379 -1.0151 6.7686  -0.521
C -4.2173 -0.4526 6.1285  0.292
O -3.8331 0.6743 6.3099  -0.618
C -3.6404 -1.4269 5.1710  0.794
O -2.7034 -1.2326 4.4357  -0.615
O -4.3147 -2.5679 5.2393  -0.641

Summary:
Total charge: 0
Spin multiplicity: 1
Lowest unoccupied orbital energy (eV): -2.5
E (eV): -190052.399

2 unconnected molecules or ions with the total composition C25H25BCl3NO2. Source: the Open Molecules 2025 dataset; level of theory: ωB97M-V with the def2-TZVPD basis set.

Last column: natural (NBO) charge in e.
CARTESIAN COORDINATES (ANGSTROEM)
Cl -2.5894 5.2798 -1.4006  -0.232
B -2.6632 3.6423 -2.2827  0.387
Cl -3.6327 2.4249 -1.2394  -0.259
Cl -3.3891 3.8073 -3.9986  -0.240
O -1.2523 3.1767 -2.4227  -0.556
C -0.7442 2.1329 -2.9658  0.543
C 0.4261 2.2847 -3.7991  -0.207
C 0.6807 1.4402 -4.9074  -0.119
C 1.9298 1.4672 -5.5372  -0.226
C 2.9031 2.3920 -5.1358  -0.130
C 2.5492 3.4095 -4.2286  -0.229
C 1.3048 3.3980 -3.6098  -0.105
H -1.2621 1.1644 -2.8738  0.203
H -0.0873 0.7291 -5.2127  0.231
H 2.1746 0.7600 -6.3354  0.234
H 3.8961 2.3971 -5.5890  0.229
H 3.2574 4.2061 -3.9954  0.232
H 1.0130 4.1729 -2.8995  0.246
C 1.6560 -3.4164 -2.1568  -0.252
C 0.6273 -3.6669 -1.2358  -0.201
C 0.5702 -2.9455 -0.0498  -0.226
C 1.4500 -1.8373 0.1657  -0.042
C 1.2020 -0.8085 1.1545  -0.349
C 0.0867 -0.8077 2.0282  0.264
N 0.1588 -0.5051 3.3881  -0.424
C 1.4888 -0.5413 4.0257  -0.235
C 1.4301 -0.3162 5.5361  -0.076
O 0.5508 0.7398 5.9083  -0.523
C -0.7811 0.5375 5.4478  -0.076
C -0.8622 0.4075 3.9398  -0.248
C -1.2591 -1.1058 1.4931  -0.127
C -1.6062 -0.7128 0.1878  -0.111
C -2.8793 -0.9617 -0.3103  -0.215
C -3.8190 -1.6386 0.4695  -0.204
C -3.4852 -2.0588 1.7594  -0.217
C -2.2190 -1.7881 2.2758  -0.203
C 2.6166 -1.7907 -0.6366  -0.222
C 2.7052 -2.5491 -1.7993  -0.217
H 1.6845 -3.9745 -3.1008  0.210
H -0.1284 -4.4298 -1.4387  0.214
H -0.2005 -3.1566 0.6848  0.218
H 1.9492 -0.0218 1.2879  0.212
H 1.9387 -1.5297 3.8411  0.221
H 2.1633 0.2310 3.5988  0.181
H 1.1487 -1.2640 6.0324  0.164
H 2.4086 0.0388 5.8976  0.204
H -1.2451 -0.3530 5.9119  0.162
H -1.3106 1.4482 5.7665  0.206
H -0.7473 1.4204 3.5064  0.187
H -1.8574 0.0499 3.6779  0.228
H -0.8677 -0.1865 -0.4185  0.206
H -3.1231 -0.6249 -1.3161  0.219
H -4.8008 -1.8623 0.0549  0.218
H -4.1994 -2.6167 2.3720  0.217
H -1.9665 -2.1069 3.2950  0.219
H 3.4244 -1.1045 -0.3621  0.207
H 3.5836 -2.4765 -2.4490  0.211

Summary:
Total charge: 0
Spin multiplicity: 1
Lowest unoccupied orbital energy (eV): -2.3
E (eV): -70160.582

A molecular structure, C25H25BrClN3O9SSiSn. Source: the Open Molecules 2025 dataset; level of theory: ωB97M-V with the def2-TZVPD basis set.

Last column: natural (NBO) charge in e.
CARTESIAN COORDINATES (ANGSTROEM)
Sn 0.0826 -0.4031 -0.0482  1.602
C 6.5784 -2.8156 2.5198  -0.626
C 5.6815 -2.3994 1.3908  -0.008
C 4.7905 -1.3469 1.5474  -0.228
C 3.9261 -1.0051 0.5233  -0.157
C 3.9374 -1.7171 -0.6544  -0.244
C 4.8391 -2.7461 -0.8380  -0.202
C 5.7119 -3.0874 0.1815  -0.238
S 2.7443 -1.3423 -1.9492  2.309
O 1.6242 -2.2518 -1.8409  -0.969
O 3.4752 -1.4362 -3.2055  -0.994
N 2.1363 0.1036 -1.6529  -0.997
C 2.8355 1.2449 -1.7056  0.186
C 4.1943 1.3782 -1.9873  -0.309
C 4.8162 2.6239 -1.9721  -0.190
C 4.1158 3.7742 -1.6997  -0.269
C 2.7352 3.7064 -1.4385  -0.102
C 1.9335 4.8395 -1.1841  -0.160
C 0.5918 4.6855 -0.9703  -0.258
C 0.0532 3.3912 -0.9748  0.064
N 0.7722 2.3169 -1.1770  -0.438
C 2.0865 2.4439 -1.4288  0.191
H 6.5788 -2.0727 3.3136  0.209
H 7.5988 -2.9636 2.1707  0.201
H 6.2219 -3.7542 2.9406  0.216
H 4.7547 -0.7883 2.4723  0.211
H 3.2352 -0.1900 0.6489  0.245
H 4.8290 -3.2814 -1.7735  0.227
H 6.4162 -3.8995 0.0398  0.195
H 4.7671 0.4906 -2.2065  0.224
H 5.8809 2.6826 -2.1707  0.194
H 4.6019 4.7398 -1.6676  0.187
H 2.3909 5.8215 -1.1659  0.194
H -0.0589 5.5283 -0.7925  0.210
H -1.0031 3.2474 -0.8043  0.220
Br 1.9192 1.5501 2.5800  0.077
C 0.4211 0.6798 3.3203  0.218
C 0.2258 0.7628 4.6863  -0.296
C -0.8546 0.0726 5.2111  -0.161
C -1.6573 -0.6544 4.3542  -0.221
C -1.3720 -0.6570 2.9927  0.162
N -0.3329 -0.0025 2.5013  -0.530
C -2.2568 -1.4504 2.0179  0.758
O -3.2376 -2.0028 2.5053  -0.699
O -1.8868 -1.4879 0.8177  -0.823
H 0.8924 1.3539 5.2928  0.217
H -1.0455 0.1009 6.2770  0.200
H -2.5017 -1.2287 4.6981  0.241
C 2.5131 -4.5244 0.5780  -1.145
Si 1.4348 -3.3859 1.6935  1.944
C 2.2034 -3.3804 3.4682  -1.122
C -0.2103 -4.3689 1.7902  -1.132
O 1.3312 -1.8810 1.2233  -1.428
H 2.1564 -5.5510 0.5655  0.209
H 3.5567 -4.5429 0.8716  0.212
H 2.4498 -4.1416 -0.4332  0.247
H 2.3339 -4.3802 3.8723  0.202
H 1.5657 -2.8247 4.1507  0.221
H 3.1719 -2.8902 3.4609  0.213
H -0.0605 -5.4289 1.9939  0.204
H -0.7165 -4.2766 0.8334  0.238
H -0.8802 -3.9712 2.5468  0.230
O -2.6510 1.8167 2.7731  -0.873
Cl -1.9792 2.4178 1.6724  2.602
O -1.9647 1.5423 0.5507  -0.875
O -2.6542 3.6258 1.3085  -0.896
O -0.6469 2.7403 2.0583  -0.890

Summary:
Total charge: -2
Spin multiplicity: 1
Lowest unoccupied orbital energy (eV): 4.3
E (eV): -156336.696